The following is a quantum chemistry calculation of a gas-phase ion, C4H2NO4S2 (charge -1) at a distorted geometry, from the Open Molecules 2025 dataset.

Geometry as XYZ:
```
13
Properties=species:S:1:pos:R:3:forces:R:3
C 1.53210 0.71647 0.13157 0.9 -0.1 -0.9
C 1.03522 -0.35539 0.75885 0.8 1.2 -0.6
C 1.46572 0.92850 -1.28419 -0.6 0.0 -1.1
C -1.35212 -1.40174 0.11747 -0.9 1.1 1.2
N 1.22112 0.98479 -2.42437 0.6 0.1 1.7
O 1.05744 1.08767 -3.61930 -0.1 0.0 -0.2
O -2.62212 0.87069 0.51718 0.0 0.0 -0.1
O -2.37315 -0.40325 2.60762 0.0 -0.6 -0.1
O -2.17373 -1.93807 -0.52674 -0.8 -1.0 -0.7
S 0.38847 -1.66021 -0.16944 0.6 -0.8 0.1
S -1.71260 0.12614 1.40375 0.2 0.4 0.0
H 2.20503 1.32945 0.70498 -0.1 0.6 0.0
H 1.32861 -0.28504 1.78262 -0.5 -1.1 0.8
```
Forces are in eV/Å.

The frontier orbital gap is 6.7 eV. The calculation puts the total energy at -35528.26448 eV. As for the total charge: -1. Its spin multiplicity is 1. The HOMO energy comes out at -3.6 eV. As for the SMILES: O=S(=O)=C([O-])S/C=C\C#[N+][O-].

Table of natural (NBO) atomic charges, one value per atom, all in e: atom 1 (C): -0.33, atom 2 (C): -0.32, atom 3 (C): 0.18, atom 4 (C): 0.18, atom 5 (N): 0.19, atom 6 (O): -0.45, atom 7 (O): -1.00, atom 8 (O): -1.01, atom 9 (O): -0.55, atom 10 (S): 0.18, atom 11 (S): 1.49, atom 12 (H): 0.22, atom 13 (H): 0.22

=====

The following is a quantum chemistry calculation of C4H2O2 in the gas phase, from the Open Molecules 2025 dataset.

Geometry as XYZ:
```
8
Properties=species:S:1:pos:R:3:forces:R:3
O 0.26416 -1.25533 1.74694 -0.2 0.2 -0.5
C 0.65249 -1.07726 0.62222 -0.1 -0.1 0.3
C 1.20451 0.21202 -1.13321 -0.3 0.0 0.1
C 0.21537 0.06598 -0.28367 0.6 0.1 -0.4
C -0.95981 1.01736 -0.32976 0.0 0.3 -0.3
O -1.00180 1.87270 -1.18082 -0.1 -0.4 0.5
H 1.40320 -1.74364 0.15516 -0.2 0.1 0.2
H -1.77811 0.90817 0.40315 0.3 -0.2 0.1
```
Forces are in eV/Å.

The frontier orbital gap is 9.2 eV. The calculation puts the total energy at -8270.06434 eV. As for the total charge: 0. Its spin multiplicity is 1. The HOMO energy comes out at -10.8 eV.

Table of natural (NBO) atomic charges, one value per atom, all in e: atom 1 (O): -0.48, atom 2 (C): 0.43, atom 3 (C): 0.43, atom 4 (C): -0.63, atom 5 (C): 0.43, atom 6 (O): -0.48, atom 7 (H): 0.14, atom 8 (H): 0.16

=====

The following is a quantum chemistry calculation of C4H2O2 in the gas phase, from the Open Molecules 2025 dataset.

Geometry as XYZ:
```
8
Properties=species:S:1:pos:R:3:forces:R:3
O -0.19003 -2.13002 1.09267 -0.1 0.3 0.5
C -0.17030 -1.01950 1.56239 0.0 -0.4 0.0
C -0.59403 0.11799 0.75574 0.4 0.2 -0.7
C -0.37789 0.74605 -0.25731 -0.1 -0.3 0.4
C 0.19166 0.99437 -1.57097 -0.1 0.4 -0.4
O 0.04458 1.95481 -2.27761 0.0 -0.3 0.3
H 0.27513 -0.78574 2.53995 -0.1 -0.1 0.1
H 0.82088 0.12204 -1.84486 0.0 0.2 -0.1
```
Forces are in eV/Å.

The frontier orbital gap is 10.0 eV. The calculation puts the total energy at -8271.69664 eV. As for the total charge: 0. Its spin multiplicity is 1. The HOMO energy comes out at -10.9 eV. As for the SMILES: O=CC#CC=O.

Table of natural (NBO) atomic charges, one value per atom, all in e: atom 1 (O): -0.47, atom 2 (C): 0.36, atom 3 (C): -0.06, atom 4 (C): -0.03, atom 5 (C): 0.35, atom 6 (O): -0.46, atom 7 (H): 0.15, atom 8 (H): 0.15

=====

The following is a quantum chemistry calculation of C4H2O2 in the gas phase, from the Open Molecules 2025 dataset.

Geometry as XYZ:
```
8
Properties=species:S:1:pos:R:3:forces:R:3
O 2.40312 0.62959 -0.80071 -0.3 -0.8 -0.3
C 1.73794 -0.37602 -0.97157 0.5 0.5 0.1
C 0.62238 -0.59702 -0.03385 0.0 0.2 -0.1
O -0.40408 0.12210 -0.45284 0.0 0.0 0.5
C -1.34348 0.27355 0.47938 -0.6 0.1 0.4
C -2.14304 0.48517 1.34257 0.2 -0.1 -0.4
H 1.98643 -1.19286 -1.67531 0.2 0.2 -0.1
H -2.85927 0.65549 2.11232 0.1 0.0 -0.1
```
Forces are in eV/Å.

The frontier orbital gap is 9.1 eV. The calculation puts the total energy at -8268.81446 eV. As for the total charge: 0. Its spin multiplicity is 1. The HOMO energy comes out at -9.7 eV.

Table of natural (NBO) atomic charges, one value per atom, all in e: atom 1 (O): -0.49, atom 2 (C): 0.27, atom 3 (C): 0.28, atom 4 (O): -0.45, atom 5 (C): 0.29, atom 6 (C): -0.28, atom 7 (H): 0.13, atom 8 (H): 0.25

=====

The following is a quantum chemistry calculation of C4H2O2 in the gas phase, from the Open Molecules 2025 dataset.

Geometry as XYZ:
```
8
Properties=species:S:1:pos:R:3:forces:R:3
O 1.15271 -2.44558 -1.06184 0.1 0.4 0.3
C 1.43375 -1.41372 -0.50305 0.0 -0.3 -0.2
C 0.45175 -0.39069 -0.18286 -0.4 0.5 -0.2
C -0.32303 0.52472 -0.02900 0.4 -0.4 -0.1
C -1.29485 1.52042 0.40185 -0.1 -0.2 0.6
O -1.73879 1.41509 1.51901 -0.1 0.3 -0.2
H 2.46954 -1.15503 -0.21959 -0.1 -0.1 0.0
H -1.60995 2.34389 -0.26310 0.2 -0.3 -0.1
```
Forces are in eV/Å.

The frontier orbital gap is 10.5 eV. The calculation puts the total energy at -8272.13495 eV. As for the total charge: 0. Its spin multiplicity is 1. The HOMO energy comes out at -10.9 eV. As for the SMILES: O=CC#CC=O.

Table of natural (NBO) atomic charges, one value per atom, all in e: atom 1 (O): -0.46, atom 2 (C): 0.36, atom 3 (C): -0.05, atom 4 (C): -0.03, atom 5 (C): 0.35, atom 6 (O): -0.46, atom 7 (H): 0.14, atom 8 (H): 0.15

=====

The following is a quantum chemistry calculation of a molecular structure, C4H2O3 at a distorted geometry, from the Open Molecules 2025 dataset.

Geometry as XYZ:
```
9
Properties=species:S:1:pos:R:3:forces:R:3
C 1.17160 -0.25169 0.46568 -0.3 1.7 0.4
C 0.04464 0.66617 0.13547 0.1 -0.7 0.3
C 0.58692 -1.28403 -0.10806 1.4 -3.7 0.0
C -1.20632 0.31407 -0.03555 -1.9 2.4 0.2
O -0.05351 -2.24594 -0.18516 0.4 0.4 -0.5
O 2.04648 0.75867 0.03558 1.4 -0.8 0.0
O 0.94459 1.61196 -0.30929 -1.1 0.8 -0.3
H -1.59527 -0.56621 0.43709 0.1 -0.2 0.1
H -1.93912 0.99700 -0.43575 0.0 0.0 -0.2
```
Forces are in eV/Å.

The frontier orbital gap (alpha / beta) is 8.3 / 8.3 eV. The calculation puts the total energy at -10315.12156 eV. As for the total charge: 0. Its spin multiplicity is 1. The HOMO energy (alpha / beta) comes out at -8.7 / -8.7 eV.

Table of natural (NBO) atomic charges, one value per atom, all in e: atom 1 (C): -0.12, atom 2 (C): 0.30, atom 3 (C): 0.70, atom 4 (C): -0.55, atom 5 (O): -0.41, atom 6 (O): -0.18, atom 7 (O): -0.20, atom 8 (H): 0.23, atom 9 (H): 0.23

=====

The following is a quantum chemistry calculation of 2 unconnected molecules or ions with the total composition C4H2O5S at a distorted geometry, from the Open Molecules 2025 dataset.

Geometry as XYZ:
```
12
Properties=species:S:1:pos:R:3:forces:R:3
C -1.52371 0.41377 -0.32076 -0.4 0.5 -0.5
C 1.54331 -0.39179 0.04860 -1.6 0.4 -0.5
C -2.76171 -0.35951 0.15978 0.1 0.6 -0.5
C 2.73488 0.54531 0.19868 0.7 -1.1 1.4
O -2.81870 -1.05452 1.17043 0.2 -0.4 0.7
O 3.20934 0.13344 1.28250 1.1 0.8 0.7
O -3.63359 -0.10397 -0.70272 -0.5 -0.2 -0.3
O 3.11345 1.39135 -0.59050 -0.1 0.5 -0.7
O -1.26783 1.56498 -0.02128 0.1 -0.4 0.3
S 1.63766 -1.75239 -0.85452 0.2 -0.9 -0.8
H -1.03183 -0.04474 -1.20681 0.2 -0.1 0.3
H 0.79872 -0.34194 0.83662 0.2 0.2 0.0
```
Forces are in eV/Å.

The frontier orbital gap (alpha / beta) is 5.0 / 6.0 eV. The calculation puts the total energy at -25250.78511 eV. As for the total charge: -2. Its spin multiplicity is 3. The HOMO energy (alpha / beta) comes out at 0.5 / -1.4 eV.

Table of natural (NBO) atomic charges, one value per atom, all in e: atom 1 (C): 0.34, atom 2 (C): -0.63, atom 3 (C): 0.67, atom 4 (C): 0.74, atom 5 (O): -0.75, atom 6 (O): -0.71, atom 7 (O): -0.77, atom 8 (O): -0.70, atom 9 (O): -0.60, atom 10 (S): 0.06, atom 11 (H): 0.10, atom 12 (H): 0.24

=====

The following is a quantum chemistry calculation of a molecular structure, C4H2OPm at a distorted geometry, from the Open Molecules 2025 dataset.

Geometry as XYZ:
```
8
Properties=species:S:1:pos:R:3:forces:R:3
C -2.56110 0.42083 -0.50740 -0.4 -1.9 0.0
C -1.65880 -0.45187 -0.51939 -0.7 3.2 0.8
C -0.37545 -0.20927 -0.30239 2.1 -1.5 0.0
C 0.97233 -0.12936 -0.15887 -1.9 0.9 -1.7
O 1.64363 -0.73536 0.72117 2.7 -0.5 1.9
Pm 3.93560 -0.48544 2.01088 -1.7 -0.3 -0.9
H -3.41469 1.06096 -0.33812 0.1 0.0 -0.6
H 1.45847 0.52952 -0.90586 -0.3 0.1 0.4
```
Forces are in eV/Å.

The frontier orbital gap (alpha / beta) is 6.1 / 6.2 eV. The calculation puts the total energy at -22758.07748 eV. As for the total charge: +2. Its spin multiplicity is 6. The HOMO energy (alpha / beta) comes out at -15.4 / -15.5 eV.

Table of natural (NBO) atomic charges, one value per atom, all in e: atom 1 (C): 0.21, atom 2 (C): -0.15, atom 3 (C): 0.23, atom 4 (C): 0.17, atom 5 (O): -0.87, atom 6 (Pm): 1.94, atom 7 (H): 0.29, atom 8 (H): 0.20